{
  "formula": "C51H56O27",
  "method": "wB97M-V/def2-TZVPD",
  "gap_ev": 8.0,
  "total_charge": 0,
  "de_lowest_ev": 0.000,
  "smiles": "Oc1ccc(O)cc1.Oc1ccc(O)cc1.Oc1ccc(O)cc1.Oc1ccc(O)cc1.Oc1ccc(O)cc1.Oc1ccc(O)cc1.O=C1OCCO1.O=C1OCCO1.O=C1OCCO1.O=C1OCCO1.O=C1OCCO1",
  "species": ["O", "C", "C", "C", "C", "O", "C", "C", "H", "H", "H", "H", "H", "H", "O", "C", "C", "C", "C", "O", "C", "C", "H", "H", "H", "H", "H", "H", "O", "C", "C", "C", "C", "O", "C", "C", "H", "H", "H", "H", "H", "H", "O", "C", "C", "C", "C", "O", "C", "C", "H", "H", "H", "H", "H", "H", "O", "C", "C", "C", "C", "O", "C", "C", "H", "H", "H", "H", "H", "H", "O", "C", "C", "C", "C", "O", "C", "C", "H", "H", "H", "H", "H", "H", "O", "C", "O", "C", "C", "O", "H", "H", "H", "H", "O", "C", "O", "C", "C", "O", "H", "H", "H", "H", "O", "C", "O", "C", "C", "O", "H", "H", "H", "H", "O", "C", "O", "C", "C", "O", "H", "H", "H", "H", "O", "C", "O", "C", "C", "O", "H", "H", "H", "H"],
  "positions_angstrom": [[-4.0012, -11.4144, -18.3296], [-3.6601, -10.2832, -17.6399], [-2.9201, -9.3199, -18.2963], [-2.7457, -8.0694, -17.7285], [-3.1029, -7.8511, -16.4042], [-2.7972, -6.6306, -15.8427], [-3.7892, -8.8451, -15.7303], [-4.1006, -10.0585, -16.3343], [-4.1159, -12.1769, -17.7538], [-2.5828, -9.4560, -19.3120], [-2.2797, -7.2846, -18.3101], [-3.5042, -6.3666, -15.2464], [-4.0898, -8.7118, -14.6933], [-4.5619, -10.8440, -15.7494], [5.0681, -9.0880, -26.0586], [3.9045, -9.6781, -25.6075], [3.3223, -9.3192, -24.4074], [2.1787, -9.9911, -23.9826], [1.6402, -10.9911, -24.7630], [0.5559, -11.6840, -24.2664], [2.1729, -11.2723, -26.0107], [3.3029, -10.6002, -26.4451], [5.0279, -8.1320, -25.9687], [3.7911, -8.6318, -23.7152], [1.7376, -9.7975, -23.0095], [0.1631, -12.2765, -24.9148], [1.7322, -12.0624, -26.6097], [3.7102, -10.9012, -27.3993], [-0.9803, -13.7186, -21.9451], [-0.1424, -14.8307, -22.0277], [-0.5101, -16.0305, -21.4574], [0.4558, -17.0373, -21.3273], [1.7438, -16.8028, -21.7681], [2.7120, -17.7866, -21.7071], [2.1292, -15.5715, -22.2794], [1.1567, -14.5985, -22.4688], [-1.8707, -14.0514, -22.1134], [-1.5215, -16.2180, -21.1156], [0.2337, -18.0106, -20.9062], [2.2921, -18.6459, -21.8111], [3.1285, -15.3708, -22.6376], [1.4082, -13.6721, -22.9662], [7.4318, -7.7378, -20.5520], [6.5878, -8.7966, -20.7777], [5.2083, -8.7099, -20.5996], [4.4225, -9.8441, -20.7171], [4.9737, -11.0574, -21.0925], [4.2267, -12.1975, -21.1567], [6.3063, -11.0786, -21.4775], [7.1256, -9.9735, -21.2794], [7.0218, -7.1263, -19.9339], [4.8440, -7.8316, -20.0729], [3.3782, -9.7189, -20.4427], [3.3344, -11.9996, -20.8458], [6.7207, -11.9015, -22.0480], [8.1673, -10.0755, -21.5503], [-6.5829, -10.7823, -24.6126], [-5.2756, -10.7083, -24.2248], [-4.9829, -11.0100, -22.9043], [-3.6865, -10.8830, -22.4355], [-2.6695, -10.5412, -23.3067], [-1.4063, -10.3775, -22.8217], [-2.9619, -10.2431, -24.6365], [-4.2596, -10.3694, -25.1096], [-6.7105, -10.9186, -25.5545], [-5.8268, -11.2911, -22.2876], [-3.4398, -11.0674, -21.3957], [-0.6969, -10.8291, -23.3058], [-2.1703, -9.9531, -25.3178], [-4.4453, -10.1514, -26.1547], [-1.7889, -3.0876, -24.0305], [-1.7300, -4.2342, -23.2963], [-1.5095, -4.2269, -21.9265], [-1.4315, -5.4321, -21.2370], [-1.7016, -6.6333, -21.8760], [-1.7421, -7.7859, -21.1373], [-1.9630, -6.6288, -23.2454], [-1.9583, -5.4364, -23.9500], [-1.3159, -2.3452, -23.6470], [-1.3888, -3.3159, -21.3526], [-1.2527, -5.4885, -20.1686], [-1.6012, -8.5330, -21.7336], [-2.0661, -7.5661, -23.7822], [-2.1318, -5.4083, -25.0183], [0.3737, -18.6493, -16.0974], [1.1082, -17.8421, -16.5608], [0.7002, -16.8169, -17.3421], [1.8456, -16.0113, -17.7273], [2.9263, -16.4818, -16.7452], [2.4319, -17.7721, -16.3316], [2.0467, -16.1674, -18.7825], [1.5609, -15.0049, -17.4434], [3.0162, -15.8395, -15.8746], [3.8704, -16.6984, -17.2349], [0.3571, -10.1333, -20.6008], [0.1113, -11.1133, -19.9856], [-0.9170, -11.2491, -19.1342], [-1.0463, -12.6069, -18.7019], [0.3427, -13.1497, -19.0613], [0.8505, -12.2557, -20.0251], [-1.0085, -12.6220, -17.6223], [-1.9097, -13.0777, -19.1555], [0.3558, -14.1808, -19.4177], [0.9659, -13.1472, -18.1630], [2.9190, -10.1020, -17.1855], [2.1862, -9.1815, -17.3599], [1.4607, -8.5876, -16.3828], [0.8062, -7.4280, -16.9000], [0.8818, -7.6396, -18.3966], [1.9421, -8.6049, -18.5514], [-0.2326, -7.4173, -16.5636], [1.2581, -6.5192, -16.5032], [1.2288, -6.7757, -18.9661], [-0.0319, -7.9818, -18.8796], [-5.1219, -18.1998, -18.5381], [-4.1903, -17.5528, -18.1893], [-3.4537, -16.7674, -19.0132], [-2.3802, -16.1663, -18.2853], [-2.6015, -16.6133, -16.8252], [-3.7402, -17.4709, -16.9215], [-1.4294, -16.5046, -18.6932], [-2.4631, -15.0849, -18.3765], [-2.8682, -15.7169, -16.2734], [-1.7252, -17.1122, -16.4273], [-2.2315, -13.5341, -15.5009], [-1.8520, -12.5151, -15.0178], [-2.2004, -11.9983, -13.8368], [-1.1421, -11.0783, -13.4557], [-0.6306, -10.6020, -14.8306], [-0.9859, -11.6939, -15.6711], [-1.4847, -10.2565, -12.8393], [-0.4073, -11.7059, -12.9526], [0.4530, -10.5632, -14.7762], [-1.1416, -9.6819, -15.1034]],
  "atomic_forces_ev_per_a": [[0.320, -0.291, -0.405], [-0.333, -0.369, 0.587], [-0.524, 0.702, -0.510], [0.550, -0.188, 0.371], [-0.438, 0.118, -0.511], [0.009, 0.016, 0.021], [-0.093, -0.270, 0.708], [0.790, 0.179, -0.331], [-0.090, 0.149, 0.238], [-0.090, -0.203, -0.030], [0.033, 0.041, 0.050], [0.032, -0.020, 0.086], [0.063, 0.166, -0.079], [-0.289, 0.025, -0.137], [0.136, -0.135, -0.115], [0.252, 0.889, -0.697], [-0.309, -0.651, 0.534], [0.121, 0.040, 0.360], [-0.153, 0.029, -0.506], [-0.224, 0.032, 0.340], [-0.058, -0.224, 0.258], [-0.327, -0.746, 0.194], [-0.051, -0.014, 0.213], [0.103, 0.164, -0.212], [0.040, 0.091, -0.032], [0.185, 0.015, -0.165], [0.014, 0.075, -0.095], [0.300, 0.369, -0.011], [-0.204, -0.701, -0.676], [0.117, 1.094, 0.660], [0.398, -0.797, 0.052], [-0.245, 0.272, -0.302], [0.724, -0.334, 0.085], [-0.060, 0.136, 0.035], [-0.656, 0.333, -0.588], [0.180, -0.325, 0.216], [-0.163, 0.337, 0.101], [-0.019, 0.145, 0.036], [-0.237, 0.048, 0.027], [0.010, -0.024, 0.117], [0.122, -0.274, 0.120], [-0.075, 0.175, 0.256], [0.114, -0.027, 0.052], [-0.103, -0.063, -0.393], [1.044, -0.097, 1.042], [-0.393, 0.405, 0.384], [-0.239, 0.369, -0.375], [-0.033, -0.152, -0.127], [0.257, 0.095, -0.348], [-0.312, -0.208, -0.193], [-0.070, 0.036, -0.052], [-0.367, 0.079, -0.453], [-0.030, -0.406, -0.066], [-0.056, -0.035, -0.039], [-0.120, -0.338, 0.467], [0.058, 0.317, 0.073], [-0.562, -0.113, 0.364], [0.177, -0.310, -0.694], [-0.357, 0.389, -0.120], [-0.050, -0.304, 0.228], [0.204, 0.323, -0.722], [0.027, 0.494, 0.918], [-0.040, -0.494, 0.023], [0.217, 0.262, 0.160], [0.381, 0.104, -0.066], [0.190, -0.014, 0.245], [-0.054, -0.049, -0.013], [-0.133, -0.129, -0.310], [0.059, 0.026, 0.085], [-0.239, -0.009, 0.040], [-0.205, 0.275, -0.767], [-0.028, 0.147, 0.572], [0.283, -0.381, 0.299], [-0.492, -0.394, 0.148], [-0.100, 0.017, -0.288], [0.209, 0.306, -0.010], [0.403, -0.010, -0.057], [0.052, 0.100, -0.033], [0.027, -0.224, 0.349], [0.071, 0.160, -0.259], [0.038, 0.277, -0.022], [0.128, -0.405, 0.038], [-0.254, -0.002, 0.102], [0.015, -0.085, 0.014], [-0.153, -0.357, -0.100], [0.003, 0.316, 0.335], [0.440, 0.083, -0.331], [-0.560, -0.061, 1.250], [-0.169, -1.075, -0.799], [-0.037, 0.171, 0.141], [0.119, 0.143, -0.045], [0.135, 0.243, -0.643], [0.139, 0.044, 0.010], [0.195, 0.436, 0.147], [0.285, 0.463, -0.229], [0.104, -0.669, 0.134], [-0.337, 0.079, -0.108], [1.552, 0.075, 0.342], [-0.256, -0.956, 0.262], [0.087, 0.392, -0.248], [-1.094, 0.083, 0.085], [0.005, 0.010, -0.118], [-0.135, 0.170, -0.420], [0.181, 0.397, -0.133], [0.028, -0.111, 0.083], [-0.198, 0.005, -0.230], [0.158, 0.018, 0.189], [-0.881, -0.007, 0.212], [0.773, 0.644, -1.019], [-0.226, -0.151, 0.431], [0.069, -0.172, 0.068], [0.392, -0.090, -0.231], [-0.209, 0.176, 0.236], [0.004, -0.389, 0.186], [-0.019, -0.051, -0.046], [0.023, 0.181, 0.150], [0.125, -0.061, 0.035], [0.086, -0.129, 0.130], [-0.174, 0.835, -0.944], [0.150, -0.270, 0.117], [-0.038, -0.015, -0.024], [0.040, 0.012, -0.098], [0.029, -0.294, 0.537], [-0.207, -0.271, 0.220], [-0.429, -0.257, 0.035], [0.254, 0.633, -0.679], [0.052, 0.191, 0.432], [0.125, -0.418, -0.862], [0.079, -0.487, 1.427], [-0.092, -0.185, 0.197], [-0.353, -0.221, 0.157], [0.129, 0.325, 0.238], [0.000, 0.571, -0.448], [0.229, 0.001, -0.492]],
  "lowdin_charge": [0.045, -0.314, 0.000, -0.004, -0.344, 0.029, -0.040, -0.011, 0.105, 0.103, 0.111, 0.104, 0.120, 0.122, 0.030, -0.322, 0.003, 0.004, -0.306, 0.006, -0.018, -0.009, 0.104, 0.118, 0.116, 0.121, 0.116, 0.120, 0.027, -0.321, -0.022, -0.021, -0.336, 0.032, 0.009, 0.000, 0.110, 0.113, 0.122, 0.102, 0.125, 0.109, 0.035, -0.330, -0.025, -0.026, -0.324, 0.045, -0.012, -0.014, 0.096, 0.113, 0.105, 0.084, 0.118, 0.116, 0.041, -0.331, -0.002, 0.001, -0.338, 0.002, -0.025, -0.021, 0.103, 0.123, 0.115, 0.062, 0.118, 0.114, 0.038, -0.340, -0.023, -0.023, -0.311, 0.028, 0.002, -0.010, 0.103, 0.112, 0.106, 0.065, 0.107, 0.120, 0.169, -0.583, 0.027, -0.077, -0.077, 0.063, 0.127, 0.105, 0.132, 0.134, 0.159, -0.551, 0.058, -0.092, -0.117, 0.060, 0.096, 0.116, 0.114, 0.121, 0.156, -0.573, 0.046, -0.096, -0.089, 0.044, 0.107, 0.133, 0.136, 0.104, 0.163, -0.571, 0.051, -0.109, -0.082, 0.075, 0.101, 0.108, 0.104, 0.110, 0.153, -0.582, 0.068, -0.068, -0.095, 0.029, 0.132, 0.133, 0.132, 0.120]
}